[1]
A 9-piece molecular cluster, C50H142N21O11P7 overall. Source: OMol25; level of theory: ωB97M-V/def2-TZVPD.

Positions of all 231 atoms, in Å:
C -1.37267 -2.67923 -2.68916
N -2.42294 -3.54555 -2.25855
C -3.79069 -3.12540 -2.47509
P -2.26718 -4.66464 -1.00064
O -2.06284 -4.09686 0.32042
N -3.67981 -5.45941 -0.89923
C -4.09008 -6.35694 -1.94197
C -4.37508 -5.59849 0.32408
N -0.99321 -5.66191 -1.50970
C -0.37845 -6.59833 -0.59299
C -0.98861 -6.06764 -2.93016
H -1.33189 -2.66529 -3.77802
H -0.42564 -3.06909 -2.32193
H -1.49144 -1.63234 -2.42773
H -4.28608 -3.57996 -3.34209
H -3.74031 -2.04359 -2.71657
H -4.40555 -3.09532 -1.59132
H -3.48744 -6.20480 -2.83142
H -3.92235 -7.40257 -1.70183
H -5.06686 -6.15887 -2.32028
H -5.41237 -5.77903 0.00018
H -4.01959 -6.33197 1.06677
H -4.29103 -4.58198 0.82222
H 0.68563 -6.47029 -0.74100
H -0.57855 -6.38264 0.47013
H -0.71112 -7.56932 -0.76150
H -1.66792 -5.39032 -3.48285
H -1.31878 -7.07989 -3.09158
H 0.01718 -6.21530 -3.42685
C 4.81885 -1.81853 -7.83388
N 3.59804 -1.25644 -7.46803
C 3.15174 -0.23203 -8.38287
P 2.69139 -1.77709 -6.24469
O 1.52551 -0.85151 -6.04326
N 2.19559 -3.33952 -6.62876
C 1.23431 -4.03037 -5.84112
C 2.18260 -3.84681 -7.93160
N 3.58405 -2.05986 -4.87883
C 3.92115 -0.98296 -4.04023
C 4.20564 -3.30714 -4.44152
H 5.15945 -2.49691 -7.06625
H 5.66499 -1.14563 -7.97938
H 4.73040 -2.21011 -8.84032
H 2.27435 0.22577 -8.07830
H 3.11549 -0.80653 -9.33070
H 3.81936 0.59337 -8.49367
H 0.16905 -3.79038 -6.01501
H 1.34155 -5.08718 -6.06656
H 1.39617 -3.94123 -4.78473
H 2.59459 -4.88352 -8.01383
H 1.10996 -3.79534 -8.31565
H 2.78801 -3.30466 -8.63338
H 3.26760 -0.91827 -3.16338
H 4.97411 -1.12213 -3.81427
H 3.95167 -0.07169 -4.63495
H 4.26606 -3.90761 -5.33278
H 3.73252 -3.78202 -3.57486
H 5.29377 -3.16151 -4.18926
C -5.63072 2.80726 -5.21866
N -4.40341 2.80020 -4.51635
C -3.92308 4.15664 -4.13533
P -3.47423 1.47940 -4.23804
O -2.60648 1.79314 -3.05300
N -4.49962 0.12242 -4.05494
C -4.80128 -0.68876 -5.22021
C -5.65884 0.17070 -3.19300
N -2.58774 1.02155 -5.55385
C -1.36819 0.27764 -5.33459
C -2.94877 1.23433 -6.96907
H -5.48327 3.15786 -6.23673
H -6.36079 3.40608 -4.70611
H -6.05911 1.77939 -5.27251
H -3.51464 4.78868 -4.96313
H -3.04765 3.92094 -3.53050
H -4.70551 4.70208 -3.63903
H -3.89733 -0.98753 -5.81107
H -5.21298 -1.63398 -4.91324
H -5.46726 -0.15338 -5.86949
H -5.58071 0.76898 -2.32581
H -6.54900 0.55746 -3.74405
H -5.84047 -0.87274 -2.85141
H -0.99239 0.46925 -4.30970
H -1.43742 -0.76678 -5.56941
H -0.61068 0.64674 -5.98629
H -2.03703 1.04793 -7.53285
H -3.14489 2.27430 -7.11360
H -3.84321 0.63627 -7.27624
C -2.09938 8.03341 -0.89426
N -0.72441 7.80579 -0.51948
C -0.19859 8.86740 0.31265
P -0.41430 6.29208 0.19714
O -0.95724 6.16286 1.54252
N -0.89262 4.99839 -0.78504
C -0.35421 4.81240 -2.12869
C -2.11877 4.17648 -0.51241
N 1.25132 6.24330 0.09631
C 1.94911 6.59829 -1.09224
C 1.85659 5.17058 0.83949
H -2.57163 7.13618 -1.22444
H -2.07612 8.79857 -1.68508
H -2.60928 8.45574 -0.03389
H 0.75535 8.55417 0.75970
H -0.88467 9.18501 1.05923
H -0.02697 9.73190 -0.38855
H -0.78391 5.47156 -2.90996
H 0.70785 4.80309 -2.06363
H -0.72161 3.80688 -2.34679
H -1.90110 3.15145 -0.33465
H -2.71482 4.70943 0.21176
H -2.66139 4.20223 -1.45632
H 2.33428 5.75166 -1.62030
H 1.20435 7.14842 -1.69531
H 2.75191 7.31371 -0.85266
H 1.33022 4.95936 1.70182
H 2.88967 5.29523 1.12626
H 1.79371 4.22994 0.22008
C 4.63080 0.96022 9.15799
N 3.95619 1.47515 7.97152
C 2.68346 2.03682 8.44815
P 3.83595 0.44239 6.68621
O 2.86761 -0.62812 6.80466
N 3.43857 1.42333 5.49873
C 2.86883 0.88369 4.30800
C 4.10298 2.67608 5.29603
N 5.39368 -0.19324 6.58267
C 5.45683 -1.58771 6.54702
C 6.57982 0.53184 6.28609
H 5.61095 0.60130 8.86503
H 4.25364 0.04514 9.66156
H 4.64903 1.86626 9.83198
H 2.19443 2.62271 7.70467
H 2.92618 2.75573 9.25041
H 1.98818 1.30691 8.89609
H 2.36580 -0.03918 4.42456
H 2.20215 1.64691 3.88959
H 3.54795 0.61832 3.54207
H 4.74462 2.94303 6.10225
H 4.68362 2.62871 4.34146
H 3.33686 3.43821 5.20054
H 6.07290 -1.99555 7.33123
H 4.53650 -2.11642 6.52895
H 5.96754 -1.84782 5.55432
H 6.80907 0.45604 5.18763
H 7.49777 0.29843 6.89657
H 6.45012 1.56457 6.47859
C -0.20992 0.52074 6.20996
N -1.57579 1.14652 6.18572
C -2.47704 0.45267 7.10231
P -2.28089 1.65090 4.72989
O -2.68627 0.68406 3.71744
N -3.48267 2.57490 5.29318
C -3.28157 3.56908 6.33705
C -4.64556 2.89495 4.40651
N -1.19361 2.61495 3.99453
C -0.68552 3.83771 4.62831
C -1.09364 2.69995 2.52493
H 0.44429 0.86791 5.37527
H -0.41112 -0.59373 6.01230
H 0.26603 0.69962 7.17480
H -3.49666 0.72776 6.86184
H -2.25886 0.81162 8.13704
H -2.32674 -0.62750 7.11465
H -2.31108 3.50877 6.85695
H -3.40313 4.55265 5.91804
H -4.08729 3.53402 7.19751
H -4.48580 3.76644 3.72435
H -4.80569 2.02234 3.80024
H -5.48588 2.92331 5.05628
H -0.16192 3.61761 5.57099
H 0.04785 4.26683 3.90826
H -1.41078 4.63515 4.75098
H 0.03221 2.67748 2.26229
H -1.53129 3.57889 2.11241
H -1.55149 1.79931 2.12076
C 3.88203 -5.49430 3.78453
N 3.53995 -4.41161 2.87452
C 3.71753 -3.09407 3.40974
P 2.95345 -4.76329 1.37476
O 2.83034 -6.21434 1.20048
N 1.62976 -3.83173 1.35864
C 1.04559 -3.23838 0.19501
C 0.56484 -4.10807 2.36454
N 3.91980 -4.12057 0.14216
C 5.00207 -4.94955 -0.39813
C 4.19880 -2.75423 0.05418
H 3.39749 -5.35525 4.74514
H 4.93985 -5.60877 3.94615
H 3.47348 -6.43934 3.45301
H 2.85702 -2.74118 3.90529
H 3.85109 -2.36625 2.66468
H 4.59539 -3.04323 4.04339
H 1.82341 -2.73794 -0.43311
H 0.46188 -3.90711 -0.41498
H 0.29099 -2.43705 0.46609
H -0.01104 -5.01006 2.14119
H 1.05598 -4.25418 3.33996
H -0.09524 -3.22758 2.46168
H 5.25761 -4.54526 -1.38048
H 5.95237 -4.97117 0.18680
H 4.74130 -6.02359 -0.50827
H 4.27526 -2.41237 -0.98521
H 5.07889 -2.33885 0.61635
H 3.31144 -2.25888 0.39480
C -3.55095 -0.68047 -0.08816
C -3.87501 0.11301 1.15639
O -4.02829 1.58190 0.87346
C -5.17450 1.81998 0.15704
C -5.31661 3.30613 -0.08799
O -5.94563 0.96675 -0.14940
H -2.77445 -0.18787 -0.63730
H -4.43785 -0.91061 -0.66666
H -3.05462 -1.61905 0.22346
H -4.81021 -0.19057 1.67631
H -3.06045 -0.01786 1.80403
H -4.66141 3.64493 -0.89108
H -4.98760 3.91430 0.78892
H -6.36153 3.57471 -0.26333
C 1.32696 0.00722 -1.95867
C 0.21272 0.80314 -1.24523
O -0.09326 0.20223 0.01224
C 0.76420 0.32850 1.05689
C 0.23001 -0.27431 2.36955
O 1.77676 0.94187 1.11988
H 2.08568 -0.29370 -1.25960
H 1.69917 0.74334 -2.66597
H 0.95500 -0.96347 -2.41538
H 0.60257 1.77774 -1.06284
H -0.74564 0.91953 -1.78011
H 0.06107 0.51104 3.08745
H 0.94122 -0.96455 2.73156
H -0.72991 -0.79117 2.25784

Results
**Spin multiplicity**: 1
**Total charge**: 0
**Lowest unoccupied orbital energy**: 0.5 eV
**Kohn-Sham gap**: 8.581 eV

These are the Mulliken partial charges, in e, on atoms 1 to 6:
1. C -0.23
2. N 0.76
3. C -0.83
4. P 0.64
5. O -1.16
6. N 0.39

***

[2]
A 9-piece molecular cluster, H17O9 overall. Source: OMol25; level of theory: ωB97M-V/def2-TZVPD.

Positions of all 26 atoms, in Å:
O -2.65714 -1.32227 -1.70515
H -2.74058 -2.00971 -0.01936
H -1.94492 2.53471 0.19253
O 3.77382 -0.86621 0.03146
H 2.81564 -0.62339 -0.12785
O 1.27108 0.15800 3.32234
H 0.85844 0.25088 2.47353
H 2.11226 -0.26311 3.36575
O 1.21856 -1.66898 -0.15132
H -1.78555 1.10917 -1.80700
H 1.17852 -0.56881 -0.10104
O -2.19157 2.37797 -0.77172
H -2.79072 -0.50174 -1.18665
H 0.72836 -1.77752 -0.96928
O -0.95743 0.50479 -1.98216
H 1.21664 0.80908 -1.14325
H -0.31382 0.35386 -1.35395
O -2.89143 -2.70136 0.62108
H -2.19457 -3.09492 1.10754
H 3.73612 -1.80893 0.11710
O 1.35945 2.49858 1.41646
H 1.68971 1.75875 1.88485
H 0.93580 2.49884 0.57751
O 0.94939 0.75541 -0.25192
H -1.37212 2.67776 -1.16479
H -2.00393 -1.08085 -2.37471

Results
**Spin multiplicity**: 2
**Total charge**: 0
**Expectation value of S²**: 0.758
**Lowest unoccupied orbital energy (alpha / beta)**: -0.4 / -5.4 eV
**Kohn-Sham gap (alpha / beta)**: 10.287 / 5.383 eV

These are the Mulliken partial charges, in e, on atoms 1 to 6:
1. O -0.69
2. H 0.38
3. H 0.35
4. O -0.66
5. H 0.39
6. O -0.66

***

[3]
An isolated ion of composition C6H11N2 and charge +1. Source: OMol25; level of theory: ωB97M-V/def2-TZVPD.

Positions of all 19 atoms, in Å:
C -2.48326 -1.34010 -0.70897
C -1.25689 -1.15756 0.17310
C 0.07025 -0.90841 -0.57654
C 0.73264 0.39365 -0.19765
C 1.65992 1.18503 -0.78361
N 2.17731 2.02045 0.18960
C 1.70009 1.66272 1.37360
N 0.83979 0.67936 1.16742
H -2.72312 -0.52358 -1.36667
H -3.36848 -1.48256 -0.07803
H -2.39264 -2.27391 -1.27341
H -1.19680 -1.95055 0.91138
H -1.48918 -0.30146 0.82057
H -0.27933 -0.73821 -1.60020
H 0.83060 -1.66407 -0.48874
H 2.02021 1.33778 -1.78769
H 2.93947 2.68182 0.12225
H 1.77690 2.30924 2.23613
H 0.44251 0.07034 1.86746

Results
**Spin multiplicity**: 1
**Total charge**: +1
**Lowest unoccupied orbital energy**: -3.4 eV
**Kohn-Sham gap**: 10.935 eV

These are the Mulliken partial charges, in e, on atoms 1 to 6:
1. C -1.47
2. C -0.46
3. C -0.41
4. C 0.43
5. C -0.77
6. N -0.01

***

[4]
C4H8EuO as an isolated structure. Source: OMol25; level of theory: ωB97M-V/def2-TZVPD.

Positions of all 14 atoms, in Å:
H -1.37600 1.36347 -0.33822
C -2.33686 0.91312 0.37851
C -2.94875 -0.52433 0.66004
C -2.03189 -0.63948 -0.42898
C -2.19611 -0.68612 -1.91484
O -1.41076 0.31357 -2.48997
Eu -0.46755 0.65322 -4.76630
H -2.39085 1.51716 1.28555
H -2.88490 1.12764 -0.54411
H -4.00641 -0.58029 0.39834
H -2.65126 -0.91914 1.62975
H -0.98916 -0.77135 -0.11859
H -3.27009 -0.56097 -2.14002
H -1.90831 -1.73188 -2.14756

Results
**Spin multiplicity**: 8
**Total charge**: +2
**Expectation value of S²**: 15.760
**Lowest unoccupied orbital energy (alpha / beta)**: -9.0 / -8.8 eV
**Kohn-Sham gap (alpha / beta)**: 7.954 / 8.226 eV

These are the Mulliken partial charges, in e, on atoms 1 to 6:
1. H 0.35
2. C -0.87
3. C -0.32
4. C -0.13
5. C -0.45
6. O -0.78

***

We obtain E values of -172997.44929; -18697.85075; -9374.19649; -25633.44712 eV for the records listed above, in that order.
We obtain largest force on an atom values of 3.76; 5.62; 2.28; 5.17 eV Å⁻¹ for the records listed above, in that order.
We obtain relative energy (zero: lowest compared OMol25 entry of this formula, charge and spin) values of 0.0; 53.5; 12.4; 42.1 kcal/mol for the records listed above, in that order.